Formula: C19H53GaN9O2P2
Source: the OMol25 dataset
Level of theory: ωB97M-V with the def2-TZVPD basis set

Each line ends with the Mulliken charge.
Positions of all 86 atoms, in Å:
H -3.0750 1.4848 -4.3971  -0.030
H 6.2039 -2.6456 1.8758  0.164
H -7.0334 4.6078 -2.1747  0.197
H -2.5233 -1.6180 -5.2552  0.307
H -1.8257 2.2030 3.9367  0.418
C -2.7470 -0.4891 -5.5668  -0.453
H -3.6854 -0.7036 3.7369  0.138
O -1.6638 -0.1916 0.3474  -0.749
N -3.8445 3.1805 -6.7420  -0.703
H -3.1407 2.6510 -8.9661  0.290
H 1.2414 -0.9588 3.1631  0.525
C -1.2186 1.9648 1.5045  -1.093
C -6.5205 2.4933 -3.0725  -0.305
P 5.1622 0.2981 2.1231  0.780
H 5.1915 -3.1196 0.5649  0.399
H 5.8966 -2.2417 3.9665  0.308
C -4.3363 -0.2085 -3.3190  -0.498
H -0.0958 -3.2225 4.2384  0.383
C 6.5480 -1.3597 3.9639  -1.259
H -0.9435 2.8906 2.0262  0.355
H -2.1681 2.1411 0.9970  0.398
C 4.9588 0.1371 4.8584  -0.986
H -7.3735 1.9558 -3.6937  0.243
H -4.6158 -1.9502 2.9963  0.401
H -3.6323 -0.9522 -7.6275  0.319
H -3.1544 -2.3828 3.8628  0.277
H 3.5989 -1.8913 -0.3464  0.417
C 0.4062 -0.8276 3.8609  -1.307
N 4.8115 -1.1531 1.2541  0.119
N -0.8412 -1.4410 3.3206  -0.071
C 3.9461 -0.9444 0.0831  -1.012
C -0.5106 -2.8850 3.2833  -1.115
H 0.6777 -1.2761 4.8243  0.404
H 7.3782 -1.5126 3.2707  0.395
H -1.3907 -3.5079 3.1308  0.314
C -4.0722 1.8359 -7.4447  0.405
H 6.5154 -2.0120 0.2574  0.282
H -5.2090 1.0647 -5.7921  0.294
H -2.4623 -3.5148 1.3938  0.243
P -1.2811 -0.7728 1.7305  0.900
N 6.8092 0.2285 1.4514  -0.104
H -2.0646 0.1271 -3.4673  0.200
H -2.0761 0.5540 4.3976  0.406
C -4.0245 -0.5394 -6.5932  -0.740
H 0.2130 -3.1047 2.4924  0.363
N 5.8040 -0.1432 3.6777  0.142
C -2.1513 1.2306 3.5434  -1.256
H 4.4482 -0.3873 -0.7138  0.196
H -4.0137 2.1056 -1.3044  -0.237
O 3.7297 0.3585 2.7073  -0.689
H 3.0497 -0.3780 0.3610  0.258
H -2.8300 -2.4406 0.0440  0.198
H -1.7418 -0.0921 -6.0610  0.279
H -3.1998 1.3323 3.2390  0.300
Ga -5.1398 1.2596 -2.0836  0.083
H -5.6089 4.5198 -3.6307  0.123
H 4.1512 -0.5903 4.9522  0.335
H -4.1214 -2.9819 1.1077  0.378
H -5.2005 -0.5797 -4.0168  0.173
N -3.6063 1.7200 -8.7584  -0.693
H -5.9959 0.4708 -0.9511  -0.271
H 4.5294 1.1444 4.8099  0.290
H -4.0484 -1.1289 -2.6279  0.134
C 5.7260 -2.2547 0.9800  -0.774
H -4.7855 3.3974 -6.2931  0.303
C -3.0118 0.3241 -4.1664  -0.249
N -1.3073 0.8175 2.4333  0.258
C 7.7475 1.1362 2.1723  -1.058
H 7.3853 2.1707 2.1517  0.385
H 7.9056 0.8607 3.2175  0.328
C 6.8965 0.7064 0.0515  -1.129
C -3.5808 -1.6343 3.1832  -0.771
N -4.8133 0.7459 -6.7031  -0.269
H 0.3130 0.2406 4.0699  0.326
H 6.4498 0.0072 -0.6539  0.280
H 6.4088 1.6788 -0.0656  0.388
H 5.5391 0.1116 5.7898  0.314
H 7.9380 0.7979 -0.2729  0.406
H -0.4350 1.8092 0.7540  0.231
C -6.4034 3.9784 -2.9344  -0.543
H 7.0254 -1.2986 4.9512  0.428
H -3.1472 2.9978 -5.9833  0.332
C -3.0738 -2.6596 1.0901  -0.967
H 8.7473 1.1034 1.7225  0.387
H -4.7619 -1.3711 -6.1778  0.314
N -2.8452 -1.4771 1.9346  0.116

Atomic forces in eV per Å
0.1 -2.3 0.6
0.0 0.3 0.0
0.2 -0.8 -2.5
-0.5 2.3 -0.7
0.0 0.0 -0.3
0.5 -0.6 0.7
0.3 0.0 -0.1
3.8 -3.0 -0.8
-1.6 -2.2 0.1
-0.8 -1.3 0.6
0.1 0.0 0.2
0.4 -0.3 -0.3
0.4 2.7 -2.1
-0.6 -8.2 4.1
-0.3 0.4 0.0
0.0 0.0 0.0
0.7 -0.8 -0.6
0.0 0.3 -0.1
0.8 0.2 -0.2
-0.1 -0.3 0.4
0.0 0.0 -0.2
0.0 0.6 -0.3
0.3 1.2 2.9
0.3 0.0 -0.4
-1.0 1.3 1.9
0.0 -0.1 0.1
0.2 0.1 0.2
0.3 0.6 0.5
-0.5 -0.8 -1.6
3.7 -0.5 -1.3
-0.7 0.2 0.3
-0.6 -0.6 0.0
-0.2 -0.3 -0.2
-0.2 0.0 -0.2
-0.1 0.2 -0.2
1.1 0.0 -2.9
0.1 0.0 0.0
0.9 -0.2 -0.9
-0.1 -0.3 0.1
-7.3 5.2 2.1
0.0 4.0 0.1
-2.0 0.7 -1.6
-0.1 -0.2 -0.2
0.4 -1.6 0.6
0.1 -0.2 0.2
0.2 0.4 1.1
0.4 -0.3 0.6
0.0 -0.1 -0.2
0.0 0.1 -0.2
0.6 4.1 -2.5
0.2 0.0 0.0
0.0 0.1 0.2
-2.2 -0.7 0.7
0.0 0.0 0.0
0.5 -0.3 -0.6
-0.6 -1.1 2.9
-0.2 0.0 0.0
0.1 0.2 0.1
1.6 0.6 1.0
-1.6 0.9 5.6
-0.3 0.2 -0.2
0.0 -0.4 -0.1
-0.4 1.7 -1.6
0.4 -0.1 0.0
1.7 -0.2 -0.3
0.0 -0.8 0.2
0.6 0.9 0.1
0.6 0.0 0.6
0.2 0.0 -0.1
-0.4 -0.1 -0.2
-0.2 -0.4 -0.7
0.1 0.0 0.4
2.5 1.4 -1.7
-0.2 -0.2 -0.4
-0.2 0.0 0.2
0.2 0.0 -0.2
0.3 -0.2 -0.3
-0.1 0.0 0.3
-0.4 -0.1 0.1
-0.5 -2.3 -0.4
-0.2 0.1 0.0
-1.1 0.2 -0.6
0.0 0.4 -0.7
-0.3 0.0 -0.3
1.5 1.9 -0.8
-1.0 -1.7 -0.1

E: -109009.5464 eV
Orbital gap: 3.05 eV
LUMO: 0.0 eV
M: 571.365 u
Highest occupied orbital energy: -3.01 eV
Total charge: -1

---

Formula: C5H7NO
Source: the OMol25 dataset
Level of theory: ωB97M-V with the def2-TZVPD basis set

Each line ends with the natural charge from an NBO analysis.
Positions of all 14 atoms, in Å:
H 0.8303 1.5892 -0.3175  0.275
H -1.7841 1.1026 -0.8393  0.245
O -2.2609 -0.8322 -1.2890  -0.501
C -1.6937 -1.9802 -1.4973  0.547
H 0.1016 1.3672 1.2703  0.205
C -0.1224 -0.1401 -0.3174  0.205
C -1.5461 0.1114 -0.4210  -0.275
H 2.6385 1.1700 1.2641  0.209
N -1.2513 -3.0332 -1.7083  -0.414
H -1.9972 0.0378 0.5834  0.239
H 1.9206 -0.3745 1.7626  0.213
C 0.6452 0.8317 0.4725  -0.581
H 2.5047 -0.1825 0.1028  0.226
C 2.0147 0.3329 0.9340  -0.593

Atomic forces in eV per Å
-0.1 0.0 -0.1
0.1 -0.2 0.1
0.0 -0.1 -0.1
0.4 -0.8 -0.1
0.0 -0.1 -0.1
-0.1 0.3 0.1
0.4 0.0 0.1
-0.1 -0.2 0.0
-0.5 1.0 0.2
0.0 0.0 -0.2
0.0 0.1 -0.1
-0.1 -0.1 0.0
0.0 0.1 0.2
0.1 0.0 0.0

E: -8831.3248 eV
Orbital gap: 8.48 eV
LUMO: -0.8 eV
M: 97.117 u
Highest occupied orbital energy: -9.27 eV
Energy relative to the best compared isomer or geometry (same formula, charge and spin): 470.66 kJ/mol

---

Formula: Cl2FN
Source: the OMol25 dataset
Level of theory: ωB97M-V with the def2-TZVPD basis set

Each line ends with the natural charge from an NBO analysis.
Positions of all 4 atoms, in Å:
Cl -1.5540 0.1583 0.2204  0.195
F 0.4080 -1.3141 0.1196  -0.183
N 0.1004 -0.0823 0.5334  0.085
Cl 1.0457 1.2382 -0.8734  -0.097

Atomic forces in eV per Å
-0.2 -0.2 -0.1
0.1 -0.4 -0.4
1.1 2.2 -1.0
-1.0 -1.7 1.5

E: -29247.6773 eV
Orbital gap (spin up / spin down): 8.74 / 8.74 eV
LUMO (spin up / spin down): -2.4 / -2.4 eV
Structure (SMILES): FN(Cl)Cl
M: 103.911 u
Highest occupied orbital energy (spin up / spin down): -11.10 / -11.10 eV
Energy relative to the best compared isomer or geometry (same formula, charge and spin): 43.70 kJ/mol

---

Formula: C5H12NO
Source: the OMol25 dataset
Level of theory: ωB97M-V with the def2-TZVPD basis set

Each line ends with the Mulliken spin population.
Positions of all 19 atoms, in Å:
H 3.9358 0.3033 0.1118  0.000
O 3.2819 0.6252 0.7473  0.004
C -0.6875 -0.0211 -0.2481  0.266
H 3.6757 1.4441 1.0957  0.000
C 0.5452 -0.5398 0.1517  0.401
C 0.3066 -0.7420 2.5323  0.106
H -0.7465 -0.9965 2.4824  0.004
H -0.8135 -0.8036 -2.1854  0.084
C -2.5915 0.4035 -1.8101  0.024
H -2.7674 0.6656 -2.8540  -0.001
H 0.7732 -0.7106 3.5170  0.006
N 0.9945 -0.4778 1.4875  -0.030
H -2.9330 1.2575 -1.2158  0.005
C -1.1159 0.1018 -1.6109  0.004
H -3.2324 -0.4484 -1.5606  0.010
H 1.2766 -0.9693 -0.5222  0.008
H -0.5106 0.8331 -2.1984  0.110
H -1.4022 0.2853 0.5226  0.003
H 2.0110 -0.2106 1.5573  -0.005

Atomic forces in eV per Å
0.1 -0.1 0.1
0.1 0.3 0.1
-0.3 -0.1 0.0
-0.2 -0.2 0.0
0.2 0.1 0.2
-0.3 0.1 0.7
0.0 -0.1 -0.2
0.3 0.0 0.1
-0.3 0.4 -0.2
0.0 -0.1 0.1
0.1 0.1 -0.2
0.1 -0.1 -0.2
0.1 -0.1 0.0
-0.8 -0.4 -0.2
0.2 0.0 0.0
0.0 0.2 -0.2
0.3 0.1 0.3
0.2 0.1 0.0
0.2 0.0 -0.3

E: -8896.0910 eV
Orbital gap (spin up / spin down): 9.72 / 6.93 eV
LUMO (spin up / spin down): -10.2 / -13.2 eV
M: 102.157 u
Multiplicity: 2
Highest occupied orbital energy (spin up / spin down): -19.93 / -20.12 eV
Total charge: +2
Energy relative to the best compared isomer or geometry (same formula, charge and spin): 151.56 kJ/mol

---

Formula: C20H14I2N3O5SbSe4Ta
Source: the OMol25 dataset
Level of theory: ωB97M-V with the def2-TZVPD basis set

Each line ends with the natural charge from an NBO analysis.
Positions of all 50 atoms, in Å:
I 0.5057 -3.3364 -1.3510  0.193
C 4.5923 -0.5084 -2.1564  -0.240
H -0.1279 -0.2881 -2.0563  0.211
H 3.3199 2.0752 -3.9631  0.244
H -1.8412 0.0699 3.5902  0.183
C -2.3576 0.9166 -0.0260  0.273
C 3.3837 1.2017 -3.3331  -0.236
Se 1.7353 1.8589 2.0090  -0.027
C -2.2345 -0.5077 -2.3756  -0.244
H -4.4518 0.5424 -0.0737  0.227
O 0.8438 2.3234 -1.7883  -0.729
N 2.2324 -0.2983 -1.8356  -0.557
C 1.0791 1.5961 -2.8772  0.729
C 2.2426 0.7279 -2.6816  0.120
N -1.2116 1.3651 2.0304  -0.662
C -3.5169 0.4091 -0.6018  -0.242
Ta 1.1893 0.8808 -0.3033  1.702
O 3.9450 -2.7299 -0.1395  -0.667
C -1.1379 0.0203 -1.7355  0.073
C 3.4360 -0.8468 -1.5055  0.204
H -0.1254 0.0821 3.2222  0.242
Se 3.4036 2.0342 0.3493  -0.184
C -2.5309 -3.2039 1.6792  -0.159
I -4.0739 -4.4622 2.3097  0.131
C -1.7185 -3.5872 0.6316  -0.274
H -2.4847 2.6902 1.1487  0.255
O 0.5613 1.6304 -3.9647  -0.560
C -3.4707 -0.2779 -1.7979  -0.132
C 3.4153 -1.6282 -0.2031  0.732
H -2.1034 -1.1059 -3.2649  0.238
H -3.3323 1.2954 1.8120  0.181
C 4.5664 0.5412 -3.0848  -0.098
O 0.4779 -0.7059 0.3461  -0.771
H -1.8605 -4.5327 0.1284  0.236
Se -1.1263 4.5319 3.7800  -0.821
C -1.1158 0.1187 2.7656  -0.243
H -4.3756 -0.6704 -2.2427  0.223
C -1.3075 -1.1250 1.9290  -0.069
C -2.4102 1.6074 1.2961  -0.268
N -1.1723 0.7794 -0.6344  -0.507
Sb 0.5255 3.1042 4.7525  0.623
H 5.5061 -1.0135 -1.8794  0.251
C -0.4837 -1.4977 0.8533  0.356
O 2.8578 -0.9172 0.6836  -0.678
H -2.9527 -1.7044 3.1466  0.226
H 5.4856 0.8695 -3.5536  0.224
Se 2.3280 4.2184 5.7922  -0.720
C -2.3209 -1.9951 2.3175  -0.225
C -0.7092 -2.7277 0.2252  -0.197
H -1.0788 2.1798 2.6305  0.437

Atomic forces in eV per Å
0.0 0.0 0.0
0.1 0.2 -0.5
-0.7 0.1 -0.3
0.0 0.0 -0.1
0.0 0.0 0.0
0.1 0.2 -0.4
0.0 -0.6 0.2
0.2 -0.3 -1.8
0.2 0.0 0.0
0.0 0.0 0.0
-0.5 -1.4 -0.3
0.8 1.2 0.4
-0.8 0.9 -0.3
2.0 0.2 -1.6
0.3 0.2 0.1
-0.1 -0.1 -0.1
1.0 0.8 3.8
0.1 0.0 -0.1
0.4 -0.2 -0.3
-0.5 -0.3 0.1
0.0 0.0 0.0
-0.1 0.3 -0.3
0.0 0.0 0.0
0.0 0.0 0.0
0.0 0.0 0.0
0.0 0.0 0.0
-0.5 0.6 0.2
-0.1 0.1 0.1
0.0 0.1 0.3
0.0 0.0 0.0
0.0 0.0 0.0
0.2 -0.3 0.3
-1.4 -1.5 1.4
0.0 0.0 0.0
-0.3 0.2 -0.2
0.0 0.1 0.1
0.0 0.0 0.0
0.0 -0.1 0.1
-0.2 0.1 0.1
-0.5 -0.1 -0.6
0.0 -0.4 0.4
0.0 0.0 0.0
0.1 0.0 -0.5
-0.1 -0.1 -0.4
0.0 0.0 0.0
0.0 0.0 0.0
0.2 0.3 0.1
0.0 0.0 0.0
0.0 -0.1 0.0
0.2 -0.1 0.2

E: -321355.6436 eV
Orbital gap: 5.04 eV
LUMO: 0.8 eV
M: 1248.704 u
Highest occupied orbital energy: -4.19 eV
Total charge: -1
Energy relative to the best compared isomer or geometry (same formula, charge and spin): 478.69 kJ/mol

---

Formula: F3NOS
Source: the OMol25 dataset
Level of theory: ωB97M-V with the def2-TZVPD basis set

Each line ends with the natural charge from an NBO analysis.
Positions of all 6 atoms, in Å:
F -0.8787 -0.1643 -1.9556  -0.197
O -0.8308 0.9738 1.4641  -0.784
N 0.3184 -0.4522 -1.4263  0.388
F 1.0682 0.6570 -1.7518  -0.231
F 0.0872 -1.1094 2.4274  -0.523
S 0.2357 0.0950 1.2423  1.348

Atomic forces in eV per Å
0.1 0.0 0.1
-2.5 2.2 0.3
0.3 0.5 -0.6
-0.4 -0.6 0.3
0.3 1.1 -1.3
2.3 -3.2 1.3

E: -22519.4612 eV
Orbital gap (spin up / spin down): 10.09 / 8.05 eV
LUMO (spin up / spin down): -1.4 / -1.4 eV
M: 119.067 u
Highest occupied orbital energy (spin up / spin down): -11.44 / -9.48 eV
Energy relative to the best compared isomer or geometry (same formula, charge and spin): 72.87 kJ/mol